{
  "formula": "C26H57BF4N6O4",
  "method": "ωB97M-V/def2-TZVPD",
  "homo_lumo_gap_ev": 8.891,
  "de_lowest_ev": 4.988,
  "e_lumo_ev": -0.63,
  "total_energy_ha": -2078.32555,
  "species": ["C", "C", "C", "N", "C", "C", "C", "C", "C", "H", "H", "H", "H", "H", "H", "H", "H", "H", "H", "H", "H", "H", "H", "H", "H", "H", "H", "B", "F", "F", "F", "F", "C", "C", "N", "H", "H", "H", "C", "C", "N", "H", "H", "H", "C", "C", "N", "H", "H", "H", "C", "C", "N", "H", "H", "H", "C", "C", "N", "H", "H", "H", "C", "C", "O", "H", "H", "H", "H", "H", "H", "C", "C", "O", "H", "H", "H", "H", "H", "H", "C", "C", "O", "H", "H", "H", "H", "H", "H", "C", "C", "O", "H", "H", "H", "H", "H", "H"],
  "positions_angstrom": [[2.25272, -1.39511, -2.35000], [1.20872, -2.46811, -2.16500], [1.81472, -3.78811, -1.70200], [0.82872, -4.97611, -1.76500], [0.54272, -5.37911, -3.26600], [-0.35328, -4.87111, -0.93900], [-0.79028, -6.25311, -0.72700], [0.45772, -7.16211, -0.76600], [1.50472, -6.13611, -1.07400], [2.95672, -1.73211, -2.95400], [2.70672, -1.12611, -1.46400], [1.79472, -0.51511, -2.83900], [0.51672, -2.49311, -3.05900], [0.30972, -2.32611, -1.50200], [2.39372, -3.74111, -0.67800], [2.53872, -4.00511, -2.48800], [-0.19028, -4.61411, -3.52200], [-0.14828, -6.27611, -3.31800], [1.41072, -5.13711, -3.85100], [-1.16428, -4.28111, -1.55500], [-0.23828, -4.42811, 0.11900], [-1.42428, -6.38111, -1.69100], [-1.43428, -6.38611, 0.08800], [0.35772, -7.93811, -1.55100], [0.61472, -7.63911, 0.33500], [2.28472, -6.73011, -1.62300], [2.30572, -5.85611, -0.29600], [0.09472, 1.62889, 0.32900], [0.72972, 0.63389, -0.54000], [-1.14928, 1.96089, -0.22900], [-0.07928, 1.12389, 1.61500], [1.04072, 2.64989, 0.35300], [3.72972, 1.97889, -1.63000], [4.27572, 1.25989, -2.92600], [4.64972, 0.73989, -3.83800], [3.16172, 2.94189, -2.00700], [2.78272, 1.47789, -1.22000], [4.30872, 2.20389, -0.97300], [3.07472, -0.21211, 1.47800], [4.54272, -0.30011, 0.87100], [5.62372, -0.23411, 0.48000], [2.48272, -0.92811, 0.90800], [2.90472, -0.64811, 2.44400], [2.63872, 0.73189, 1.45500], [-2.79628, 1.42189, 2.88100], [-4.31028, 1.06889, 2.92700], [-5.33828, 0.83589, 3.17100], [-2.86728, 1.48389, 1.75300], [-2.73828, 2.37189, 3.06700], [-2.22228, 0.74089, 3.42800], [0.48472, 2.94789, -3.66700], [1.65772, 3.93389, -3.59500], [2.41472, 4.73889, -3.57700], [0.70372, 2.09489, -4.42900], [0.39772, 2.79789, -2.58500], [-0.27628, 3.68389, -4.14100], [-1.32728, -0.20811, -2.97100], [-1.68928, -1.59211, -3.53200], [-1.96928, -2.59411, -3.96800], [-2.13128, 0.57789, -3.24600], [-1.09328, -0.31011, -1.94400], [-0.63428, 0.42289, -3.35400], [-3.94228, 2.37389, -1.09700], [-4.16928, 3.55989, -0.12100], [-5.26628, 3.29889, 0.74900], [-4.74528, 2.52589, -1.63900], [-3.78828, 1.39389, -0.70600], [-3.07828, 2.62989, -1.71200], [-4.61428, 4.50089, -0.62600], [-3.15728, 3.89389, 0.20200], [-5.20328, 4.00089, 1.56000], [-2.84528, -1.36611, 0.78300], [-1.63628, -2.01711, 1.49800], [-1.95128, -3.28011, 1.85200], [-3.21628, -2.03111, -0.06000], [-2.67028, -0.51611, 0.64000], [-3.70928, -1.38211, 1.41100], [-1.40428, -1.36111, 2.35900], [-1.01228, -2.06911, 0.79800], [-1.50628, -3.50711, 2.58200], [0.69972, 5.21789, 3.02500], [-0.13828, 5.58989, 1.81900], [-0.02828, 6.90589, 1.60900], [0.31072, 5.86289, 4.05100], [1.93072, 5.36789, 2.96800], [0.60772, 4.16089, 3.08500], [-1.20528, 5.12389, 1.90700], [0.26072, 4.98189, 1.00700], [-0.10628, 7.06689, 0.62600], [1.34072, 3.11689, 5.80100], [1.50672, 2.06789, 4.70500], [0.18172, 1.49789, 4.34800], [2.42472, 3.46689, 5.83700], [0.99672, 2.82589, 6.76500], [0.71072, 3.89089, 5.24800], [2.20472, 1.05389, 5.23100], [2.08872, 2.37489, 3.86600], [-0.00528, 1.38789, 3.44400]]
}